{
  "formula": "C16H17N5OS",
  "method": "ωB97M-V/def2-TZVPD",
  "symbols": ["S", "O", "N", "N", "N", "N", "N", "C", "C", "C", "C", "C", "C", "C", "C", "C", "C", "C", "C", "C", "C", "C", "C", "H", "H", "H", "H", "H", "H", "H", "H", "H", "H", "H", "H", "H", "H", "H", "H", "H"],
  "coordinates": [[-2.65305, -2.50396, -2.23491], [-4.95209, -1.36493, -1.06291], [1.64138, -2.06133, 1.18838], [1.11190, -1.18243, 0.24648], [2.69961, 4.16201, -0.48262], [1.03055, -3.19417, 1.20295], [-2.33468, -3.60684, 0.24871], [2.91983, 1.99409, 0.64755], [0.05029, -3.08625, 0.23094], [1.19814, 2.33444, -1.03563], [4.11045, 4.53437, -0.26698], [0.07345, -1.85419, -0.36524], [-4.77357, -2.37378, 1.07669], [2.30104, 2.84876, -0.29218], [-3.93116, -3.20995, 1.99500], [2.54486, 0.65299, 0.75690], [0.78969, 1.00113, -0.89936], [1.69479, 5.21189, -0.81978], [-3.11584, -2.87352, -0.66334], [1.46604, 0.15671, 0.02078], [-4.33298, -2.22427, -0.21551], [-2.72762, -3.77008, 1.56709], [-1.00100, -4.07840, -0.15314], [3.05808, 0.03725, 1.49682], [-5.69851, -1.87435, 1.41203], [-2.09260, -4.30403, 2.25118], [0.68032, 3.01550, -1.71237], [-0.95646, -4.42034, -1.18812], [1.95218, 6.14701, -0.28077], [-0.07274, 0.59267, -1.39389], [4.39296, 5.41813, -0.79811], [-0.83599, -4.99184, 0.45611], [4.23700, 4.70225, 0.79376], [-0.61797, -1.47812, -1.11946], [4.76666, 3.71606, -0.57745], [0.66761, 4.96918, -0.51872], [-4.50895, -1.45398, -1.92389], [3.74389, 2.33762, 1.27290], [1.68763, 5.42531, -1.89439], [-4.21313, -3.35059, 3.03448]],
  "mulliken_charge": [-0.498, -0.507, -0.622, 0.510, 0.132, -0.638, 0.179, -0.492, 0.200, -0.789, -1.208, 0.590, -0.474, 0.228, -0.528, -0.450, -0.710, -1.182, 0.605, 1.168, 0.206, -0.222, -1.540, 0.409, 0.393, 0.389, 0.420, 0.454, 0.378, 0.364, 0.406, 0.411, 0.355, -0.045, 0.394, 0.417, 0.258, 0.360, 0.330, 0.351],
  "spin_multiplicity": 1,
  "e_tot_ha": -1367.04453,
  "homo_lumo_gap_ev": 7.6,
  "de_lowest_kcal_mol": 59.4,
  "smiles": "CN(C)c1ccc(-n2cc(Cn3cccc(O)c3=S)nn2)cc1",
  "homo_ha": -0.27894,
  "fmax_ev_per_a": 3.92
}